Entry from the OMol25 dataset: a cluster of 5 separate species, C20H42BrN4O20PS4 in total (ωB97M-V/def2-TZVPD).

```
92
Properties=species:S:1:pos:R:3:forces:R:3
C -4.222 1.625 5.884 0.535 0.389 1.020
C -2.582 1.319 5.970 -1.050 1.367 2.168
N -1.864 1.489 4.652 2.291 -1.831 -1.003
Br -2.683 2.805 3.527 1.075 -0.987 0.396
C -0.703 0.801 4.272 -0.422 0.105 0.304
N -0.162 -0.188 5.248 -1.180 1.746 -1.823
C 1.315 -0.134 5.487 2.253 -0.366 0.677
C 2.217 -0.967 4.385 -0.268 -0.757 0.276
C 3.822 -0.643 4.423 0.131 -1.350 -0.732
C 4.417 -0.459 2.870 0.029 0.640 -0.212
N 4.596 1.009 2.564 0.236 -0.661 -0.541
C -0.769 -1.543 5.252 -0.107 -2.238 0.284
C -0.850 -2.351 3.835 -0.618 -2.381 0.883
C -1.053 -3.961 4.251 -1.332 0.760 0.609
O -2.105 -2.029 3.079 1.332 0.977 1.837
N 0.032 1.065 2.990 -1.002 1.166 1.527
C 0.784 2.354 2.938 5.896 7.936 1.351
O 2.023 2.354 3.506 -6.378 -1.406 -2.516
O 0.354 3.657 2.414 0.439 -7.737 2.070
P -0.719 0.520 1.515 -2.217 -1.777 -1.905
C -0.445 1.710 0.008 1.884 0.732 -0.930
O 0.113 -0.955 0.970 -0.929 1.010 0.084
H -4.396 2.806 5.915 0.357 -2.774 -0.403
H -4.664 1.237 6.921 0.900 0.583 -2.440
H -4.729 1.124 4.955 0.951 0.989 1.963
H -2.163 2.180 6.684 -0.715 -1.911 -1.572
H -2.399 0.319 6.534 -0.065 1.712 -1.666
H 1.713 0.972 5.683 -1.145 -2.339 -1.004
H 1.507 -0.692 6.527 -0.713 1.192 -2.132
H 2.083 -2.119 4.677 0.222 2.362 -0.669
H 1.780 -0.873 3.299 0.909 0.185 2.193
H 4.070 0.274 5.108 -0.406 -1.706 -1.587
H 4.358 -1.628 4.827 -1.097 2.224 -0.526
H 3.665 -0.894 2.055 1.566 0.494 2.013
H 5.471 -0.968 2.729 -2.277 0.680 0.498
H 5.581 1.275 2.358 -1.403 -0.440 -0.041
H 3.918 1.369 1.858 1.049 -0.343 1.054
H -0.096 -2.220 5.972 -1.392 1.742 -1.578
H -1.860 -1.622 5.732 2.149 0.564 -1.038
H 0.111 -2.328 3.176 -2.030 0.687 1.082
H -1.114 -4.664 3.313 0.424 1.492 1.880
H -2.137 -3.991 4.748 2.284 -0.069 -1.007
H -0.302 -4.313 5.078 -1.179 0.533 -1.877
H -2.643 -1.413 3.658 0.952 -1.071 -1.106
H -0.243 1.055 -0.969 -0.625 1.042 2.366
H -1.385 2.379 -0.228 1.916 -1.512 1.008
H 0.513 2.393 0.134 -2.084 -1.183 -0.143
H -0.577 -1.598 0.615 1.020 1.516 0.991
C -2.507 5.247 -3.275 -0.239 0.430 -0.588
C -3.811 4.540 -3.637 -0.171 0.474 0.746
O -3.418 3.264 -4.136 1.170 -0.135 0.098
S -2.059 2.790 -3.368 -0.073 -0.350 -0.033
O -2.437 1.903 -2.290 0.706 1.007 -1.547
O -1.070 2.445 -4.362 -1.288 0.149 1.357
O -1.666 4.235 -2.723 -0.458 -1.013 -0.134
H -2.016 5.649 -4.167 -0.060 0.008 0.075
H -2.661 6.051 -2.551 0.146 -0.306 0.028
H -4.387 5.088 -4.387 0.159 -0.301 -0.035
H -4.431 4.379 -2.749 0.059 0.099 -0.153
C 3.189 -0.988 -1.721 -0.316 0.800 0.330
C 4.349 -0.072 -2.103 -0.465 0.004 -0.685
O 5.473 -0.574 -1.384 -0.132 -1.158 0.537
S 5.323 -2.190 -1.226 -0.064 0.163 0.366
O 6.105 -2.820 -2.267 -0.822 0.423 1.382
O 5.458 -2.528 0.172 0.167 0.271 -1.970
O 3.749 -2.298 -1.637 1.276 -0.105 -0.108
H 2.788 -0.726 -0.736 -0.023 0.015 -0.100
H 2.384 -0.964 -2.459 0.223 -0.226 0.086
H 4.159 0.971 -1.842 0.205 -0.233 0.163
H 4.572 -0.145 -3.172 -0.092 0.051 0.064
C -7.648 2.180 -6.289 -0.420 -0.472 -0.357
C -8.616 1.818 -5.165 -0.277 0.619 -0.219
O -7.817 1.169 -4.179 1.040 0.109 -0.264
S -6.317 1.809 -4.207 0.588 -0.410 0.245
O -6.234 2.808 -3.164 0.041 -1.249 -1.261
O -5.364 0.733 -4.343 -1.355 1.544 0.482
O -6.442 2.578 -5.639 -0.108 -0.140 1.063
H -7.427 1.310 -6.914 -0.073 0.078 0.043
H -8.028 2.991 -6.916 0.242 -0.019 0.219
H -9.420 1.161 -5.504 0.273 -0.072 0.193
H -9.048 2.717 -4.712 -0.015 -0.055 -0.118
C 5.132 -4.300 -5.105 0.066 -0.587 0.561
C 6.028 -5.287 -5.848 0.467 0.428 0.418
O 5.394 -5.491 -7.109 -0.885 0.667 -0.211
S 4.632 -4.117 -7.546 -0.049 0.158 -0.301
O 5.495 -3.390 -8.451 -1.379 -0.826 1.026
O 3.257 -4.436 -7.855 1.816 0.417 0.103
O 4.679 -3.377 -6.094 0.261 -0.351 -1.119
H 4.257 -4.803 -4.683 0.102 0.000 -0.007
H 5.668 -3.774 -4.310 -0.161 0.068 -0.290
H 6.138 -6.234 -5.314 -0.181 0.075 -0.278
H 7.019 -4.858 -6.034 -0.070 -0.036 0.110
```
Positions in Å, forces in eV/Å.

For the molar mass, the calculation gives 897.7 g/mol. The total energy comes out at -190989.054 eV. For the lowest unoccupied orbital energy, the calculation gives -1.3 eV. The HOMO-LUMO gap is 6.223 eV. The total charge is 0. The largest force on an atom comes out at 9.98 eV/Å.